{
  "formula": "C27H72BIN3O30P8",
  "method": "wB97M-V/def2-TZVPD",
  "homo_lumo_gap_ev": 4.90,
  "mol_weight_g_mol": 1304.37,
  "e_tot_ha": -6545.57324,
  "total_charge": 1,
  "homo_energy_ev": -10.3,
  "elements": ["C", "C", "C", "C", "C", "C", "B", "N", "O", "N", "P", "O", "I", "N", "H", "H", "H", "H", "H", "H", "H", "H", "H", "C", "O", "P", "O", "O", "C", "O", "C", "H", "H", "H", "H", "H", "H", "H", "H", "H", "C", "O", "P", "O", "O", "C", "O", "C", "H", "H", "H", "H", "H", "H", "H", "H", "H", "C", "O", "P", "O", "O", "C", "O", "C", "H", "H", "H", "H", "H", "H", "H", "H", "H", "C", "O", "P", "O", "O", "C", "O", "C", "H", "H", "H", "H", "H", "H", "H", "H", "H", "C", "O", "P", "O", "O", "C", "O", "C", "H", "H", "H", "H", "H", "H", "H", "H", "H", "C", "O", "P", "O", "O", "C", "O", "C", "H", "H", "H", "H", "H", "H", "H", "H", "H", "C", "O", "P", "O", "O", "C", "O", "C", "H", "H", "H", "H", "H", "H", "H", "H", "H"],
  "xyz": [[0.306, 0.779, -3.042], [-0.904, 1.377, -3.670], [-2.474, 0.913, -3.314], [-3.431, 2.150, -2.842], [-4.984, 1.579, -2.567], [-5.053, -0.025, -2.857], [-6.574, -0.708, -2.667], [-7.629, -0.188, -3.671], [-6.871, -1.760, -1.646], [-3.985, -0.979, -3.262], [-4.285, -2.756, -3.492], [-3.357, -3.602, -2.244], [-3.342, -3.341, -5.724], [-2.723, -0.529, -3.487], [1.157, 0.305, -3.727], [0.541, 0.781, -1.873], [-0.822, 2.276, -4.448], [-3.133, 3.275, -2.722], [-5.869, 2.276, -2.221], [-7.219, -0.196, -4.652], [-7.670, 0.851, -3.443], [-7.809, -2.094, -1.871], [-2.385, -3.582, -2.545], [-0.377, 3.888, 4.463], [0.261, 3.263, 3.365], [-0.859, 2.546, 2.259], [0.254, 1.563, 1.868], [-0.768, 3.870, 1.276], [0.479, 4.520, 1.085], [-1.979, 1.828, 1.153], [-1.657, 0.624, 0.483], [0.386, 4.323, 5.113], [-1.040, 4.681, 4.109], [-0.950, 3.148, 5.027], [1.326, 3.841, 1.180], [0.568, 5.333, 1.815], [0.493, 4.959, 0.083], [-1.497, -0.182, 1.204], [-0.784, 0.757, -0.161], [-2.504, 0.352, -0.154], [-4.406, 1.081, 4.031], [-5.494, 0.264, 3.642], [-6.692, 1.127, 2.742], [-7.720, 0.107, 3.252], [-6.054, 0.574, 1.323], [-5.573, -0.759, 1.240], [-7.891, 1.990, 1.841], [-9.263, 1.677, 1.985], [-3.689, 0.473, 4.587], [-3.915, 1.496, 3.147], [-4.763, 1.891, 4.673], [-6.096, -1.437, 1.914], [-4.500, -0.762, 1.465], [-5.707, -1.114, 0.214], [-9.586, 1.843, 3.016], [-9.464, 0.650, 1.669], [-9.835, 2.345, 1.334], [4.870, -0.871, -6.582], [4.497, 0.274, -5.839], [5.747, 0.819, -4.774], [4.645, 1.414, -3.887], [6.216, 1.957, -5.875], [5.236, 2.651, -6.630], [6.997, 1.364, -3.710], [6.678, 1.919, -2.448], [4.041, -1.154, -7.234], [5.748, -0.649, -7.195], [5.091, -1.698, -5.902], [4.289, 2.750, -6.101], [5.080, 2.122, -7.578], [5.615, 3.652, -6.858], [6.153, 1.184, -1.831], [6.087, 2.832, -2.562], [7.612, 2.185, -1.946], [-6.003, -7.060, -5.070], [-5.365, -7.685, -6.168], [-6.485, -8.402, -7.274], [-5.373, -9.385, -7.664], [-6.395, -7.078, -8.256], [-5.148, -6.428, -8.447], [-7.605, -9.120, -8.380], [-7.284, -10.324, -9.050], [-5.241, -6.625, -4.419], [-6.667, -6.267, -5.424], [-6.577, -7.800, -4.505], [-4.301, -7.107, -8.353], [-5.058, -5.615, -7.717], [-5.134, -5.989, -9.449], [-7.123, -11.130, -8.329], [-6.410, -10.191, -9.694], [-8.130, -10.596, -9.687], [1.499, -1.036, 1.751], [2.590, -1.678, 1.120], [4.122, -1.134, 1.712], [4.713, -1.516, 0.348], [4.220, -2.439, 2.718], [3.764, -3.707, 2.273], [5.654, -0.590, 2.303], [6.765, -0.483, 1.433], [0.569, -1.430, 1.336], [1.522, -1.229, 2.827], [1.546, 0.041, 1.567], [3.855, -3.831, 1.194], [2.718, -3.833, 2.576], [4.357, -4.483, 2.766], [6.557, 0.236, 0.636], [7.034, -1.460, 1.023], [7.617, -0.117, 2.012], [0.393, 10.789, 4.734], [-0.447, 9.679, 4.987], [-0.203, 8.998, 6.559], [-0.694, 7.661, 5.987], [-1.500, 9.835, 7.145], [-2.659, 9.989, 6.341], [0.042, 8.317, 8.130], [-0.067, 6.921, 8.335], [0.182, 11.171, 3.733], [0.201, 11.578, 5.466], [1.440, 10.480, 4.787], [-2.801, 9.163, 5.646], [-2.583, 10.933, 5.790], [-3.533, 10.048, 6.998], [0.677, 6.390, 7.735], [-1.078, 6.572, 8.110], [0.132, 6.715, 9.390], [11.567, -3.596, 5.739], [10.480, -4.413, 5.350], [9.281, -3.550, 4.450], [8.254, -4.569, 4.960], [9.920, -4.103, 3.031], [10.400, -5.436, 2.948], [8.083, -2.687, 3.549], [6.710, -3.000, 3.693], [12.285, -4.204, 6.295], [12.059, -3.181, 4.855], [11.211, -2.786, 6.381], [9.878, -6.114, 3.622], [11.473, -5.439, 3.173], [10.267, -5.791, 1.922], [6.388, -2.833, 4.725], [6.509, -4.027, 3.377], [6.138, -2.332, 3.042]],
  "atomic_forces_ev_per_a": [[-1.60, 0.80, -1.22], [0.66, -1.40, 1.36], [1.10, 1.37, 0.91], [-3.96, -5.34, -0.25], [5.86, -1.83, -1.94], [0.04, 0.42, 0.99], [-1.14, -1.76, 0.62], [2.18, 0.64, 0.80], [-0.91, 2.72, -3.86], [-0.27, 5.73, 1.21], [-0.32, -2.45, 1.73], [0.74, 2.41, -3.61], [0.07, 0.53, 1.11], [-0.24, 5.11, 0.90], [-1.35, 2.39, 1.46], [-1.33, -1.11, -2.59], [-0.18, -2.89, 0.94], [-0.35, -2.55, -0.30], [1.82, -1.95, -0.71], [-0.64, -0.02, 1.50], [-0.33, -1.43, -0.50], [1.93, 0.77, 0.61], [-1.71, -0.19, 0.87], [-0.02, 0.75, 0.84], [-3.30, -0.66, 1.23], [8.05, -1.39, -6.91], [-1.42, 0.05, 1.03], [-1.97, -0.83, 0.29], [0.47, 0.88, 0.49], [-2.01, 2.03, 1.90], [0.25, -0.46, 0.46], [-0.13, -0.04, -0.13], [-0.02, 0.16, 0.23], [0.06, 0.17, 0.22], [-0.13, -0.14, 0.09], [0.20, -0.15, -0.18], [-0.33, -0.18, 0.11], [0.23, -0.02, -0.28], [0.03, -0.01, 0.39], [-0.30, 0.27, 0.29], [0.76, 0.00, 0.34], [0.45, 3.47, 0.26], [-5.35, -8.96, -2.07], [0.53, 1.47, 0.53], [-0.30, 1.90, -0.23], [0.94, -0.33, 0.09], [2.97, 2.07, -0.20], [-0.42, -0.06, 0.67], [-0.11, 0.05, -0.05], [0.22, 0.11, -0.02], [0.27, 0.01, 0.11], [-0.07, 0.16, 0.08], [-0.15, -0.21, 0.07], [-0.13, 0.33, 0.19], [-0.15, -0.32, -0.16], [0.21, 0.05, 0.34], [0.43, 0.30, 0.06], [-0.14, -0.49, -0.68], [2.35, -2.46, 0.47], [-5.24, 8.96, 2.39], [0.56, -1.41, 0.04], [1.41, -1.01, 0.74], [-0.27, -0.21, -0.85], [1.55, -2.17, -2.31], [-0.44, -0.34, 0.52], [0.11, 0.04, 0.08], [0.03, -0.19, -0.16], [-0.05, -0.17, -0.24], [0.07, -0.15, 0.14], [-0.17, 0.20, 0.12], [0.24, -0.24, 0.20], [-0.16, 0.30, 0.03], [-0.16, -0.34, -0.12], [0.20, -0.36, -0.36], [0.13, 0.46, 0.52], [-3.08, -0.20, 1.53], [7.60, -2.25, -7.13], [-1.14, -0.03, 1.17], [-1.70, -0.42, 0.32], [0.25, 0.60, 0.38], [-1.92, 2.31, 1.98], [0.25, -0.67, 0.30], [-0.06, -0.07, -0.05], [-0.11, 0.17, 0.18], [0.02, 0.21, 0.23], [-0.12, -0.14, 0.09], [0.19, -0.09, -0.10], [-0.32, -0.18, 0.10], [0.25, -0.01, -0.28], [0.05, 0.02, 0.40], [-0.26, 0.32, 0.36], [-0.61, 0.26, 0.08], [-0.12, 2.76, 1.69], [4.68, -7.40, -5.63], [-0.55, 1.38, 0.53], [-0.10, 1.72, 0.76], [-0.89, -0.49, 0.10], [-2.52, 1.29, 2.36], [0.18, 0.41, -0.77], [0.10, -0.01, 0.03], [-0.24, 0.06, 0.14], [-0.30, -0.36, 0.16], [0.04, 0.22, -0.01], [0.17, -0.13, -0.19], [0.06, 0.37, 0.10], [0.13, -0.29, -0.11], [-0.30, 0.19, -0.08], [-0.40, 0.10, 0.32], [0.14, 0.73, -0.49], [3.04, 1.00, 1.41], [-8.61, -6.23, -0.96], [1.47, 0.44, 0.02], [1.61, 0.03, 1.10], [-0.24, 0.74, -0.55], [1.53, 3.15, 0.07], [0.34, -0.47, -0.37], [0.02, -0.06, 0.14], [0.12, 0.21, -0.08], [0.05, 0.25, -0.17], [0.21, -0.06, 0.04], [-0.18, -0.23, -0.05], [0.36, -0.03, 0.18], [-0.30, -0.17, 0.01], [0.22, 0.14, -0.28], [0.24, 0.47, -0.05], [0.76, -0.02, 0.26], [0.42, 3.44, 0.37], [-5.21, -9.02, -2.33], [0.48, 1.38, 0.63], [-0.33, 1.84, -0.05], [0.86, -0.29, 0.11], [3.02, 2.12, -0.05], [-0.20, -0.03, 0.51], [-0.10, 0.07, -0.08], [0.23, 0.11, 0.06], [0.28, 0.02, 0.10], [-0.07, 0.17, 0.10], [-0.19, -0.23, 0.00], [-0.11, 0.36, 0.07], [-0.18, -0.27, -0.13], [0.29, -0.01, 0.37], [0.95, -0.08, 0.50]]
}